Record 1
DFT (ωB97M-V with the def2-TZVPD basis set) results for a molecular structure, C30H47BLuO2P2 at a distorted geometry.

```
! RIJCOSX wB97M-V def2-TZVPD def2/J DEFGRID3
* xyz 1 1
Lu -1.359 0.465 0.100
C -2.414 2.555 0.850
C -3.364 1.764 0.124
C -2.816 0.630 2.064
C -2.071 1.841 2.036
C -3.603 0.567 0.872
C -2.075 3.983 0.606
H -2.177 4.242 -0.452
H -1.054 4.212 0.930
H -2.745 4.647 1.175
C -1.300 2.381 3.182
H -0.982 3.418 3.002
H -0.385 1.805 3.364
H -1.901 2.353 4.106
C -2.947 -0.273 3.233
H -3.217 0.279 4.147
H -2.011 -0.800 3.425
H -3.692 -1.054 3.048
C -4.517 -0.553 0.527
H -5.477 -0.447 1.053
H -4.088 -1.519 0.822
H -4.711 -0.583 -0.550
C -4.097 2.160 -1.108
H -5.105 2.543 -0.880
H -4.227 1.294 -1.768
H -3.557 2.946 -1.645
C 3.090 0.486 -3.213
C 2.488 1.482 -3.892
C 1.974 1.311 -5.288
C 1.210 -0.019 -5.535
C 0.506 -0.644 -4.342
C 1.069 -1.670 -3.683
C 2.523 -2.022 -3.854
C 3.532 -0.822 -3.834
H 2.822 1.334 -5.999
H 1.929 -0.737 -5.971
H 1.322 2.154 -5.565
H 3.881 -0.659 -4.871
H 3.482 0.709 -2.206
H 2.517 2.513 -3.514
H 4.427 -1.156 -3.278
H 2.829 -2.753 -3.083
H 0.479 -2.408 -3.135
H 2.670 -2.538 -4.829
H 0.457 0.158 -6.321
H -0.520 -0.305 -4.135
P 1.387 0.593 0.052
P -0.193 -2.172 0.323
C 2.067 -0.933 -0.734
C 1.543 -2.276 -0.213
H 3.157 -0.895 -0.616
H 1.848 -0.823 -1.799
H 1.646 -3.058 -0.975
H 2.117 -2.572 0.673
C -0.724 -3.760 1.018
H -1.785 -3.940 0.782
H -0.621 -3.741 2.109
H -0.109 -4.573 0.599
C -1.181 -2.224 -1.265
H -0.851 -3.138 -1.792
H -1.038 -1.381 -1.967
H -2.261 -2.332 -1.056
C 2.855 1.606 0.265
H 2.689 2.614 -0.148
H 3.717 1.148 -0.236
H 3.060 1.675 1.340
C 0.408 1.520 -1.280
H -0.610 1.192 -1.653
H 1.015 1.441 -2.188
H 0.347 2.576 -0.978
O 1.228 0.201 2.670
B 0.250 -0.679 2.012
O -0.083 -1.678 3.032
C 0.548 -1.335 4.186
C 0.412 -1.916 5.431
C 1.179 -1.365 6.464
C 1.941 -0.215 6.266
C 1.986 0.418 5.021
C 1.317 -0.198 3.978
H -0.253 -2.759 5.578
H 1.168 -1.844 7.440
H 2.519 0.196 7.093
H 2.511 1.361 4.857
*
```

Calculated values
gap between HOMO and LUMO = 5.31 eV
HOMO level = -8.0 eV

=====

Record 2
DFT (ωB97M-V with the def2-TZVPD basis set) results for a molecular structure, C30H47BrCl2N3O6RuSi at a distorted geometry.

```
! RIJCOSX wB97M-V def2-TZVPD def2/J DEFGRID3
* xyz 0 6
C -1.688 -0.144 -5.366
C -0.774 -0.852 -4.403
H -1.100 0.557 -5.982
H -2.474 0.407 -4.827
H -2.173 -0.859 -6.052
C 0.009 -1.874 -4.799
C -0.066 -2.481 -6.156
H 0.687 -2.377 -4.113
H 0.548 -1.943 -6.884
H -1.084 -2.529 -6.570
H 0.327 -3.503 -6.115
Ru -2.215 1.252 1.941
Cl -4.037 2.053 0.864
C 0.720 -1.444 1.844
O 1.404 -0.613 1.238
N 1.148 -2.164 2.905
C 2.534 -2.006 3.306
C 0.462 -3.386 3.306
H -0.335 -1.646 1.576
H 2.782 -0.939 3.304
H 3.223 -2.535 2.624
H 2.645 -2.419 4.314
H -0.616 -3.191 3.393
H 0.857 -3.700 4.280
H 0.608 -4.202 2.574
H 2.274 2.691 5.010
H 1.225 4.382 5.752
C 1.845 2.574 4.015
C 0.371 4.283 5.085
N 0.763 3.533 3.914
H 1.486 1.550 3.870
C -0.028 3.604 2.826
O -0.161 2.726 1.947
H -0.452 3.786 5.611
H -0.581 4.557 2.752
H 2.627 2.792 3.279
H 0.033 5.280 4.781
H 2.814 0.050 -3.907
H 3.475 -2.672 -3.082
C 3.743 0.046 -3.315
C 4.037 -2.179 -2.280
N 3.583 -0.802 -2.135
H 3.984 1.065 -3.006
C 3.674 -0.239 -0.871
O 4.068 0.884 -0.609
H 3.867 -2.713 -1.340
H 3.313 -0.945 -0.088
H 4.544 -0.356 -3.944
H 5.109 -2.216 -2.529
O 0.037 0.668 -2.620
C -0.862 -0.420 -2.944
C 0.682 -2.068 -1.788
C -0.604 -1.584 -1.997
H 1.505 -1.578 -2.309
C 0.877 -3.226 -1.030
H -1.890 -0.064 -2.772
C -1.670 -2.156 -1.302
H 1.853 -3.709 -1.037
C -0.195 -3.803 -0.339
C -1.460 -3.240 -0.448
H -2.661 -1.733 -1.469
H -0.049 -4.734 0.212
H -2.311 -3.650 0.096
Si 0.396 2.205 -2.764
Cl -2.166 -0.383 0.668
C 1.721 2.624 -1.479
C -0.976 3.298 -2.092
C 0.794 2.530 -4.579
H 1.688 1.835 -0.713
H 1.463 3.563 -0.971
H 2.762 2.705 -1.817
H 1.677 1.996 -4.967
H 0.959 3.607 -4.706
H -0.014 2.218 -5.259
H -0.555 4.119 -1.490
H -1.589 2.658 -1.433
H -1.609 3.736 -2.873
Br -3.159 3.131 3.852
C -4.006 1.392 4.069
C -5.383 1.184 4.016
C -5.856 -0.131 4.020
C -4.957 -1.204 3.954
C -3.585 -1.002 3.920
C -3.081 0.316 4.018
C -1.587 0.606 4.245
O -1.150 1.105 5.266
O -0.869 0.349 3.161
H -6.045 2.044 3.950
H -6.929 -0.305 4.021
H -5.341 -2.224 3.926
H -2.860 -1.820 3.866
*
```

Calculated values
gap between HOMO and LUMO (alpha / beta) = 7.19 / 6.73 eV
HOMO level (alpha / beta) = -7.1 / -8.5 eV
⟨S²⟩ = 8.7724
energy above the lowest of the compared OMol25 structures with the same formula, charge and spin = 0.0 kcal/mol